1.
A molecular structure, C8H12BGaN4S2Se4. Source: the Open Molecules 2025 dataset; level of theory: ωB97M-V/def2-TZVPD.

* LUMO energy: 0.0007 hartree
* E_HOMO: -7.77 eV

Last column: natural (NBO) charge in e.
CARTESIAN COORDINATES (ANGSTROEM)
Ga -0.95 -1.49 0.94  0.79
Se -1.87 -0.56 2.95  -0.38
Se -3.67 -2.07 3.11  0.01
Se -4.09 -2.46 0.87  0.01
Se -2.06 -3.50 0.31  -0.35
C -3.05 2.05 0.55  -0.41
N -1.61 2.19 0.69  -0.33
C -0.96 3.14 1.42  -0.07
C 0.36 2.89 1.29  -0.04
N 0.52 1.80 0.48  -0.46
B 2.00 1.38 0.07  0.19
N 2.02 0.07 -0.78  -0.48
C 2.27 0.03 -2.12  -0.04
C 2.18 -1.26 -2.53  -0.07
N 1.87 -2.00 -1.42  -0.34
C 1.64 -3.43 -1.38  -0.40
C 1.77 -1.17 -0.36  0.30
S 1.35 -1.66 1.25  -0.19
C -0.69 1.38 0.12  0.27
S -1.15 -0.01 -0.84  -0.23
H -3.53 2.83 1.13  0.21
H -3.37 1.08 0.92  0.25
H -3.34 2.14 -0.50  0.22
H -1.49 3.90 1.98  0.23
H 1.21 3.40 1.71  0.24
H 2.44 2.25 -0.64  -0.05
H 2.62 1.24 1.09  -0.03
H 2.49 0.92 -2.68  0.24
H 2.31 -1.71 -3.50  0.23
H 1.86 -3.84 -2.36  0.22
H 0.60 -3.64 -1.13  0.23
H 2.29 -3.90 -0.64  0.23



2.
C3H7BO in the gas phase. Source: the Open Molecules 2025 dataset; level of theory: ωB97M-V/def2-TZVPD.

* multiplicity: 3
* LUMO energy (alpha / beta): 0.0169 / -0.0985 hartree
* <S²>: 2.010
* E_HOMO (alpha / beta): -5.96 / -11.37 eV
* ΔE to the lowest compared entry with this formula, charge and spin: 58.74 kJ/mol

Last column: natural (NBO) charge in e.
CARTESIAN COORDINATES (ANGSTROEM)
B 0.92 1.20 0.41  0.40
C -1.36 0.48 -0.31  0.03
C 0.30 -1.35 0.13  -0.60
C 0.09 0.09 -0.35  -0.57
O -2.21 -0.10 0.29  -0.20
H 0.75 2.32 0.14  -0.09
H 1.69 0.90 1.23  -0.08
H -1.59 1.40 -0.88  0.25
H 0.01 -1.44 1.17  0.21
H -0.32 -2.04 -0.45  0.21
H 1.34 -1.64 0.02  0.22
H 0.38 0.18 -1.41  0.23



3.
3 unconnected molecules or ions with the total composition C39H76BF2N3O9PS. Source: the Open Molecules 2025 dataset; level of theory: ωB97M-V/def2-TZVPD.

* LUMO energy: 0.0623 hartree
* E_HOMO: -5.69 eV
* charge: -1

Last column: Mulliken charge in e.
CARTESIAN COORDINATES (ANGSTROEM)
C -2.06 4.58 1.81  -1.21
C -1.30 3.38 1.12  0.39
C -0.30 2.60 2.05  -0.55
C 0.18 1.31 1.24  0.02
C 1.39 0.65 2.01  -0.80
C 2.66 1.57 1.87  0.13
C 4.06 0.83 2.03  -0.78
C 4.88 0.89 0.68  -0.69
C 6.07 1.91 0.70  -0.87
C 5.59 3.41 0.84  0.27
C 5.61 4.20 -0.53  -0.70
C 4.79 5.57 -0.44  -0.71
C 3.28 5.17 -0.22  -0.19
C 2.23 6.31 -0.49  -0.11
C 2.23 6.89 -1.95  -0.82
C 1.40 6.05 -2.99  -0.69
B -0.18 6.45 -3.11  0.70
C -1.13 5.69 -4.23  -0.84
C -0.35 5.00 -5.43  -0.39
C -1.20 3.79 -5.98  0.18
O -2.29 3.91 -6.50  -0.57
N -0.63 2.41 -5.91  -0.25
C -1.36 1.72 -4.87  0.45
C -1.25 2.28 -3.51  -0.17
C -1.99 1.65 -2.44  -0.34
C -2.86 0.49 -2.64  -0.75
C -2.93 -0.08 -3.99  -0.35
C -2.18 0.54 -5.08  -0.86
O -0.77 5.98 -1.80  -0.40
C -1.34 7.00 -1.06  -0.14
F -0.48 7.77 -0.20  -0.40
C -1.64 8.07 -2.24  0.84
F -2.96 7.63 -2.67  -0.42
P -1.94 9.86 -1.78  0.55
O -2.83 10.03 -0.38  -0.52
O -2.90 10.49 -3.02  -0.56
S -0.34 10.95 -1.71  -0.45
O -0.58 7.87 -3.09  -0.35
H -2.15 4.49 2.92  0.36
H -1.53 5.53 1.52  0.14
H -3.08 4.64 1.34  0.34
H -0.76 3.73 0.20  -0.02
H -2.08 2.65 0.77  0.15
H 0.59 3.27 2.23  0.21
H -0.80 2.28 2.99  0.27
H 0.43 1.57 0.18  0.31
H -0.70 0.60 1.21  -0.03
H 1.60 -0.37 1.58  0.15
H 1.08 0.50 3.08  0.15
H 2.57 2.39 2.64  0.35
H 2.69 2.10 0.87  -0.13
H 3.84 -0.23 2.35  0.45
H 4.64 1.35 2.84  0.35
H 5.32 -0.14 0.53  0.32
H 4.19 1.04 -0.20  0.38
H 6.69 1.81 -0.23  0.34
H 6.68 1.67 1.62  0.34
H 4.56 3.36 1.29  -0.35
H 6.27 3.97 1.55  0.32
H 6.64 4.33 -0.95  0.34
H 5.02 3.56 -1.25  0.27
H 4.98 6.23 -1.32  0.35
H 5.21 6.10 0.47  0.26
H 3.19 4.91 0.88  0.25
H 3.05 4.21 -0.77  0.09
H 1.22 5.87 -0.23  -0.31
H 2.37 7.16 0.22  0.44
H 1.82 7.93 -1.89  0.23
H 3.28 6.99 -2.36  0.36
H 1.86 6.25 -4.01  0.23
H 1.55 4.94 -2.81  0.16
H -1.86 4.99 -3.74  0.26
H -1.77 6.49 -4.69  0.20
H 0.64 4.57 -5.17  0.26
H -0.32 5.73 -6.28  0.42
H -0.76 1.94 -6.81  0.36
H -0.61 3.17 -3.31  0.50
H -1.93 2.08 -1.42  0.47
H -3.42 0.09 -1.77  0.41
H -3.57 -0.98 -4.10  0.31
H -2.26 0.07 -6.10  0.21
H -2.19 6.64 -0.44  0.27
H -3.07 10.98 -0.37  0.34
H -3.69 9.93 -3.13  0.34
C -3.33 -5.22 0.25  -0.66
O -3.52 -5.12 1.65  -0.40
C -2.45 -5.70 2.41  -0.62
C -1.68 -4.62 3.15  -0.29
N -0.91 -3.79 2.23  -0.28
C -0.34 -2.59 2.85  -0.71
C -1.32 -1.54 3.37  -0.70
O -2.06 -0.89 2.35  -0.29
C -3.25 -1.56 1.97  -0.70
H -4.24 -4.88 -0.23  0.27
H -2.50 -4.59 -0.08  0.30
H -3.15 -6.26 -0.05  0.27
H -1.79 -6.30 1.78  0.45
H -2.91 -6.37 3.14  0.31
H -0.99 -5.10 3.86  0.35
H -2.40 -4.03 3.72  0.21
H -1.52 -3.50 1.47  0.02
H 0.29 -2.12 2.10  0.42
H 0.32 -2.90 3.67  0.40
H -0.72 -0.75 3.85  0.36
H -1.99 -1.92 4.15  0.44
H -3.70 -2.12 2.79  0.33
H -3.06 -2.22 1.12  0.17
H -3.97 -0.81 1.63  0.32
C -2.29 -12.96 1.16  -0.73
O -1.36 -12.76 2.21  -0.34
C 0.00 -13.00 1.82  -0.82
C 0.79 -11.69 1.83  -0.19
N 0.36 -10.81 0.76  -0.32
C 0.91 -9.45 0.86  -0.84
C 0.47 -8.60 2.06  -0.52
O -0.91 -8.25 2.04  -0.28
C -1.78 -9.22 2.62  -0.63
H -3.29 -12.89 1.58  0.24
H -2.18 -12.19 0.39  0.31
H -2.17 -13.95 0.71  0.34
H 0.06 -13.49 0.85  0.40
H 0.43 -13.67 2.56  0.39
H 1.85 -11.92 1.72  0.39
H 0.64 -11.23 2.82  0.17
H -0.65 -10.74 0.76  0.08
H 0.61 -8.93 -0.05  0.39
H 2.00 -9.51 0.84  0.42
H 1.01 -7.66 2.00  0.36
H 0.74 -9.05 3.02  0.38
H -1.30 -9.78 3.42  0.29
H -2.15 -9.90 1.85  0.17
H -2.64 -8.69 3.02  0.31



4.
C5H11NO in the gas phase. Source: the Open Molecules 2025 dataset; level of theory: ωB97M-V/def2-TZVPD.

* LUMO energy: 0.0319 hartree
* E_HOMO: -9.30 eV
* ΔE to the lowest compared entry with this formula, charge and spin: 43.44 kJ/mol
* structure (SMILES): CC(C)N(C)C=O

Last column: natural (NBO) charge in e.
CARTESIAN COORDINATES (ANGSTROEM)
C -0.93 -1.42 -0.56  -0.62
C -0.63 0.07 -0.42  -0.06
C -1.53 0.73 0.63  -0.62
N 0.79 0.32 -0.16  -0.44
C 1.54 -0.48 0.78  -0.40
C 1.38 1.37 -0.79  0.54
O 0.83 2.13 -1.57  -0.62
H -0.85 -1.95 0.40  0.20
H -1.96 -1.54 -0.91  0.22
H -0.26 -1.90 -1.28  0.22
H -0.81 0.57 -1.37  0.24
H -1.24 1.77 0.80  0.22
H -2.57 0.72 0.29  0.22
H -1.50 0.19 1.59  0.20
H 1.09 -0.47 1.78  0.20
H 1.62 -1.52 0.45  0.20
H 2.55 -0.08 0.87  0.21
H 2.45 1.48 -0.52  0.11



5.
C6H9NO3 in the gas phase. Source: the Open Molecules 2025 dataset; level of theory: ωB97M-V/def2-TZVPD.

* LUMO energy: 0.0215 hartree
* E_HOMO: -9.28 eV
* ΔE to the lowest compared entry with this formula, charge and spin: 244.25 kJ/mol
* structure (SMILES): C=C1C(=O)N[C@@H](OC)[C@@H]1O

Last column: natural (NBO) charge in e.
CARTESIAN COORDINATES (ANGSTROEM)
C -0.76 2.23 1.95  -0.32
C -0.41 1.46 0.95  -0.17
C -1.08 1.49 -0.33  0.62
O -1.93 2.34 -0.61  -0.62
N -0.72 0.43 -1.10  -0.64
C 0.18 -0.67 -0.44  0.24
O 1.24 -0.98 -1.27  -0.54
C 1.06 -2.22 -1.91  -0.26
C 0.65 0.34 1.06  0.12
O 0.68 -0.45 2.17  -0.70
H -0.41 1.97 2.91  0.21
H -1.48 2.95 1.60  0.24
H -1.21 0.25 -1.99  0.41
H -0.32 -1.52 -0.12  0.15
H -0.07 -2.19 -2.11  0.17
H 1.38 -3.03 -1.16  0.18
H 1.73 -2.19 -2.80  0.21
H 1.67 0.64 0.77  0.20
H -0.20 -0.81 2.42  0.48



6.
C4H4N2 in the gas phase. Source: the Open Molecules 2025 dataset; level of theory: ωB97M-V/def2-TZVPD.

* LUMO energy: 0.0232 hartree
* E_HOMO: -9.36 eV
* ΔE to the lowest compared entry with this formula, charge and spin: 322.56 kJ/mol
* structure (SMILES): N#CCC=C=N

Last column: natural (NBO) charge in e.
CARTESIAN COORDINATES (ANGSTROEM)
N 3.80 0.54 -0.43  -0.34
C 2.70 0.25 -0.27  0.28
C 1.30 -0.13 0.24  -0.50
C -0.24 -0.77 -0.24  -0.42
C -1.21 0.09 -0.39  0.44
N -2.02 0.92 -0.29  -0.60
H 1.73 -0.65 1.13  0.26
H 1.10 0.72 0.83  0.25
H -0.49 -1.78 -0.20  0.25
H -2.55 1.43 -1.00  0.41